Molecular formula: C40H52F9N2O10
Method: DFT, ωB97M-V/def2-TZVPD

Structure (XYZ):
```
113
Properties=species:S:1:pos:R:3:forces:R:3
C 2.38382 -3.82676 3.42701 -1.28 2.48 0.31
C 1.82366 -2.75776 3.56639 0.62 -2.44 -0.84
N 1.06619 -1.55707 3.67069 1.75 -1.17 0.05
C 1.68518 -0.66608 2.61171 0.79 1.69 -0.30
C 1.72418 0.85820 2.85288 0.11 0.60 -0.12
C 3.17521 1.37822 2.67742 -0.89 -1.02 -1.07
C 3.54138 1.20545 1.17047 0.61 0.26 0.93
C 4.52711 2.25651 0.64257 -0.03 -1.21 -1.17
C 5.22352 1.68885 -0.60730 -0.06 0.26 -0.40
O 4.51907 2.09216 -1.77301 -0.18 -0.06 0.10
C 5.33370 2.06700 -2.91989 0.49 0.29 -0.44
C 1.42247 -1.12801 5.10373 -0.69 0.44 0.93
C 0.33592 -0.33414 5.84918 -0.11 -0.05 1.07
O -0.99049 -0.77079 5.60032 0.58 0.28 -0.67
C -1.14734 -0.64559 4.17716 -0.01 0.05 0.33
C -2.58415 -0.39875 3.75005 -0.78 0.38 -0.11
C -2.70948 0.67663 2.62642 0.47 0.18 0.92
C -3.02088 2.05577 3.25252 -0.24 -0.71 -0.15
C -4.51478 2.23841 3.61333 0.60 -0.37 0.48
C -4.83680 2.06406 5.10318 -0.12 0.81 0.17
C -4.01265 2.97954 6.03833 -0.10 -0.61 0.54
C -2.91631 2.23186 6.84067 -0.12 0.45 0.02
C -0.41899 -1.86225 3.54368 -1.98 -0.51 0.20
C -0.72087 -3.16989 4.32267 -1.16 0.35 0.50
C -2.21660 -3.30863 4.63979 0.51 0.38 -0.22
N -2.97667 -4.13996 4.08157 -0.18 -0.17 -0.06
C -0.95809 -2.05485 2.12087 1.76 0.56 -1.23
C -0.17378 -3.01170 1.19659 -0.25 -0.46 1.22
C -0.72889 -3.12048 -0.19958 0.64 0.25 0.70
F -2.01916 -3.45994 -0.16855 -0.91 0.26 0.16
F -0.09661 -4.13755 -0.80528 0.57 -0.40 -0.53
C -0.56241 -1.88785 -1.10726 0.09 -0.31 -0.87
F -1.10325 -0.76836 -0.60732 -0.11 0.36 0.88
F -1.23704 -2.15318 -2.22593 -0.34 -0.26 -0.68
C 0.87973 -1.56640 -1.56126 0.14 0.70 -0.41
F 1.77513 -1.58090 -0.55241 0.00 0.06 0.75
F 1.29051 -2.45070 -2.44758 -0.01 -0.89 -0.59
C 1.02261 -0.17287 -2.25063 1.03 -0.60 0.11
F 1.05113 0.79102 -1.35622 -0.65 0.79 0.79
F 2.20520 -0.15501 -2.84097 0.89 -0.20 -0.37
F 0.12614 0.02766 -3.16686 -1.22 0.29 -0.36
H 2.83456 -4.77607 3.28995 0.25 -0.20 0.03
H 2.72832 -0.96451 2.54528 0.00 -0.34 0.27
H 1.30674 -0.84045 1.61155 -0.56 -0.51 0.30
H 1.28230 1.21783 3.78052 0.05 -0.33 0.14
H 1.16323 1.33599 2.04879 -0.36 0.01 0.16
H 3.27136 2.40810 3.00535 0.05 0.02 0.13
H 3.82312 0.68620 3.22023 0.27 0.55 0.43
H 2.65291 1.17218 0.53765 0.00 0.16 0.01
H 4.02164 0.22755 1.08365 -0.05 -0.06 -0.16
H 5.31789 2.50237 1.34723 -0.29 0.21 0.34
H 3.96687 3.11623 0.27952 0.24 0.38 0.41
H 5.22922 0.59156 -0.60654 0.19 -0.02 0.23
H 6.26172 2.02689 -0.68080 0.00 0.11 0.12
H 4.75398 1.87844 -3.82086 -0.31 -0.08 0.15
H 6.12209 1.31060 -2.86791 -0.12 -0.15 0.09
H 5.83162 3.03355 -3.06351 0.01 0.00 0.11
H 1.58997 -2.03068 5.67899 -0.13 -0.32 -0.28
H 2.37974 -0.61497 5.11758 -0.02 0.22 -0.44
H 0.42679 0.74908 5.74442 -0.10 0.03 -0.43
H 0.50246 -0.52039 6.91119 0.17 -0.05 0.01
H -0.63054 0.29417 3.94827 0.11 -0.17 -0.53
H -3.07504 0.04335 4.61426 0.02 -0.23 0.22
H -3.17132 -1.28045 3.50599 0.25 -0.18 0.01
H -1.73398 0.76326 2.13929 -0.19 -0.08 -0.41
H -3.47899 0.39350 1.91329 0.11 -0.01 -0.22
H -2.42998 2.10689 4.17242 0.17 0.38 -0.11
H -2.68820 2.83288 2.56618 -0.01 0.10 0.07
H -5.10767 1.50430 3.06557 -0.14 0.26 -0.29
H -4.80222 3.25040 3.33698 -0.25 -0.04 -0.15
H -4.75892 1.03492 5.45856 0.03 -0.08 -0.18
H -5.88294 2.34557 5.23311 -0.11 -0.18 -0.08
H -4.69474 3.38736 6.78305 -0.06 0.20 -0.11
H -3.59740 3.83255 5.50275 0.02 -0.04 -0.13
H -3.15577 2.21600 7.90321 -0.08 -0.02 0.03
H -1.95988 2.75160 6.77119 0.16 -0.23 -0.13
H -2.82573 1.18896 6.54169 0.24 0.01 -0.15
H -0.51286 -4.04342 3.71496 0.56 -0.01 0.03
H -0.22080 -3.21169 5.28855 0.29 -0.10 -0.13
H -2.63469 -2.62135 5.37208 0.02 -0.11 0.13
H -2.45942 -4.70345 3.40191 -0.14 -0.10 0.01
H -1.97085 -2.43556 2.14534 -0.21 0.22 0.37
H -0.95324 -1.07661 1.64040 -0.35 0.00 0.03
H 0.89836 -2.84894 1.17453 -0.03 0.23 -0.26
H -0.27487 -4.01625 1.61559 -0.01 -0.14 -0.23
C 2.09881 -2.30772 -8.73983 -0.21 0.12 0.01
C 3.22191 -2.79154 -8.19227 -0.14 -0.10 -0.44
C 3.63738 -2.43046 -6.79511 -0.11 0.29 0.43
O 4.65850 -2.91778 -6.34855 0.06 -0.14 -0.23
C 2.79636 -1.51014 -6.04355 0.17 -0.13 0.00
C 1.67526 -1.02454 -6.59154 0.13 0.16 0.49
C 1.24931 -1.40601 -7.98032 0.18 -0.27 -0.38
O 0.21146 -0.93901 -8.41037 -0.04 0.13 0.04
O 0.87208 -0.18203 -5.94358 0.00 -0.16 -0.47
O 4.03382 -3.61612 -8.84446 0.09 0.09 0.36
H 1.78878 -2.56105 -9.74374 0.02 -0.02 0.00
H 3.11323 -1.24554 -5.04490 -0.02 0.01 0.01
H 0.13042 0.01000 -6.55251 -0.15 0.00 0.16
H 4.76521 -3.81622 -8.22973 0.04 -0.04 -0.03
C -3.17028 1.79829 -5.90624 -0.06 0.11 0.12
C -2.49596 1.48187 -7.01816 -0.15 -0.30 0.41
C -2.32561 2.46133 -8.14325 -0.13 0.49 -0.22
O -1.68496 2.11816 -9.11690 0.07 -0.27 0.12
C -2.94144 3.77469 -8.00957 0.11 -0.14 -0.08
C -3.61903 4.08967 -6.89846 0.06 0.28 -0.39
C -3.76591 3.11972 -5.76351 0.09 -0.45 0.16
O -4.37741 3.47207 -4.77239 -0.05 0.24 -0.09
O -4.20066 5.27444 -6.72932 -0.02 -0.24 0.29
O -1.93396 0.28469 -7.19539 0.09 0.47 -0.24
H -3.29743 1.10187 -5.08920 0.00 -0.02 -0.02
H -2.82690 4.46600 -8.83240 -0.01 0.01 0.01
H -4.61887 5.24494 -5.84824 -0.03 0.05 0.01
H -1.50555 0.30708 -8.07710 0.03 -0.21 -0.03
```
Positions in Å, forces in eV/Å.

2S+1 ... 1
Strongest force on any atom ... 2.80 eV/A
Orbital gap ... 8.1 eV
DFT total energy ... -90224.253 eV
Total charge ... +1
HOMO ... -10.97 eV

Mulliken population analysis, charges in e, atoms 1 to 8:
1. C -0.78
2. C -0.26
3. N 1.22
4. C 1.06
5. C -1.37
6. C -1.53
7. C 0.23
8. C -0.85

Molecular formula: C24H55NO9P2S
Method: DFT, ωB97M-V/def2-TZVPD

Structure (XYZ):
```
92
Properties=species:S:1:pos:R:3:forces:R:3
C -3.13283 3.90903 -0.25819 0.53 -0.88 -0.18
C -1.64907 4.14630 0.04251 -1.68 0.30 -0.52
O -0.91676 3.45045 -0.98426 0.90 -0.95 1.28
P 0.68913 3.49895 -0.83650 0.17 0.62 -1.49
O 1.19132 4.70081 -1.49579 0.51 1.30 0.11
C 1.29492 3.39445 0.88169 0.34 -1.05 0.07
C 2.09004 2.09385 1.24541 -0.74 -0.02 0.85
C 1.50408 1.36391 2.49972 0.63 -0.20 -1.33
C 0.92222 -0.02741 2.19792 -1.31 1.28 1.06
C 0.54107 -0.58853 3.61633 0.10 -2.27 -4.66
O 0.84832 -0.18635 4.65264 0.97 1.15 3.13
N -0.34778 -1.68624 3.35023 -0.70 -0.52 0.73
C -1.30627 -1.11565 2.43564 0.51 1.89 0.60
P -2.48033 -0.14450 3.57914 -0.14 -1.06 0.84
S -3.14171 -1.31969 4.98278 -0.31 0.04 -0.12
C -0.46642 -0.11155 1.49106 -1.76 -2.02 0.80
O -1.23888 1.08311 1.59936 0.91 0.36 -0.84
C -0.48986 -0.83624 0.09901 0.34 2.08 -0.09
C -1.39983 -0.07099 -0.87615 0.93 -0.04 -0.48
C -1.32287 -0.67425 -2.28571 -0.51 0.70 0.66
O 0.02431 -0.91811 -2.61133 -0.22 -0.56 -0.07
C 0.17214 -1.86149 -3.65614 0.02 -0.34 -0.22
O 1.18734 2.21748 -1.66455 -0.67 0.31 1.19
C 2.53669 2.36434 -2.17722 0.06 -1.40 -0.98
C 3.01305 0.94100 -2.52800 -0.26 0.05 0.62
H -3.21015 2.84423 -0.50402 -0.14 0.05 0.04
H -3.75727 4.05944 0.62079 -0.02 0.39 -0.11
H -3.47115 4.45050 -1.13893 -0.07 0.22 0.19
H -1.44304 5.21613 -0.02441 0.35 -0.08 0.26
H -1.47955 3.75353 1.04616 0.44 0.07 -0.08
H 0.52559 3.54132 1.64007 -0.14 0.12 -0.21
H 1.98834 4.22699 0.99191 -0.25 0.24 -0.28
H 2.12515 1.35026 0.44854 0.08 0.34 -0.26
H 3.10677 2.39410 1.49061 0.07 -0.07 -0.22
H 2.32081 1.22202 3.20571 -0.14 -0.08 0.15
H 0.74532 1.95775 3.01088 0.05 0.01 -0.03
H 1.53841 -0.69152 1.59037 0.54 -0.02 0.62
H 0.14218 -2.52604 3.06821 -0.16 -0.02 -0.04
H -1.99719 -1.78915 1.93613 0.41 -0.31 -0.13
H -1.72848 0.89301 4.17630 -0.17 0.12 -0.63
H -3.51558 0.39994 2.78918 0.48 0.22 -0.04
H -0.77763 1.76399 1.08741 -0.33 0.00 0.04
H -0.78415 -1.88122 0.17891 0.21 -0.05 0.10
H 0.51864 -0.74621 -0.31127 -0.09 -0.44 -0.16
H -0.98903 0.93659 -0.96165 -0.19 0.05 0.08
H -2.43251 0.02305 -0.53711 -0.01 -0.16 -0.04
H -1.73364 0.05872 -2.99396 -0.21 -0.23 -0.03
H -1.94836 -1.57690 -2.28054 0.31 -0.16 -0.35
H 1.00688 -2.52155 -3.42194 0.13 0.17 -0.04
H -0.70009 -2.51641 -3.74126 -0.02 0.09 0.09
H 0.32451 -1.38655 -4.63204 0.05 0.13 0.13
H 2.46730 2.90535 -3.11711 0.04 0.53 0.31
H 3.18882 2.86026 -1.46041 -0.08 0.14 -0.08
H 3.71961 0.54823 -1.79388 0.13 0.09 -0.14
H 3.43777 0.89810 -3.52839 0.15 0.00 0.07
H 2.14351 0.28063 -2.49000 0.02 0.06 -0.20
C 1.08559 -6.80772 -3.39121 0.09 0.09 -0.18
C 1.26376 -5.85335 -2.22032 -0.46 -0.45 0.08
C 1.27580 -6.59771 -0.89671 0.20 0.01 0.14
O 0.20605 -4.89463 -2.21280 0.11 0.26 -0.11
H 0.13420 -7.34093 -3.31189 0.04 -0.04 0.11
H 1.06755 -6.25799 -4.33345 0.06 0.01 0.02
H 1.89270 -7.54123 -3.43083 -0.03 -0.01 0.00
H 2.19574 -5.29783 -2.34060 -0.10 0.16 -0.01
H 0.32913 -7.11885 -0.74147 0.00 -0.01 -0.12
H 1.39353 -5.89767 -0.06784 0.04 0.00 -0.02
H 2.08725 -7.32750 -0.85498 -0.01 0.01 -0.01
H -0.62485 -5.37525 -2.10386 0.07 0.01 0.13
C 0.59645 7.88185 0.66638 -0.09 -0.08 0.26
C 1.64845 8.64721 -0.11563 -0.26 -0.40 -0.42
C 1.04282 9.33566 -1.32957 0.08 0.17 -0.06
O 2.67463 7.74726 -0.52966 0.16 0.15 0.09
H 0.15718 7.10312 0.03614 -0.01 0.06 -0.07
H 1.04882 7.38440 1.52656 0.01 0.06 0.01
H -0.20146 8.53613 1.02420 0.00 0.00 -0.02
H 2.11985 9.39139 0.52877 0.15 -0.08 -0.02
H 0.60541 8.60010 -2.01016 -0.06 -0.04 0.09
H 1.81170 9.87168 -1.88747 0.00 0.03 0.06
H 0.26556 10.04454 -1.03707 -0.01 -0.01 -0.02
H 2.27210 7.07657 -1.09969 -0.01 -0.06 0.11
C -3.20656 -6.46231 2.30728 -0.18 -0.04 -0.11
C -2.08586 -6.91193 1.38302 0.13 0.46 0.53
C -0.78594 -7.11747 2.14732 0.11 -0.16 -0.11
O -1.88852 -5.93561 0.35604 -0.06 -0.16 -0.32
H -2.95824 -5.50783 2.78036 0.09 -0.06 0.06
H -4.12857 -6.31044 1.74459 0.01 -0.06 0.00
H -3.39321 -7.19876 3.09022 0.01 0.03 0.02
H -2.37088 -7.84082 0.88658 0.03 0.10 -0.18
H -0.45907 -6.18359 2.61422 -0.12 0.00 0.07
H 0.00890 -7.43144 1.47150 -0.02 -0.07 0.03
H -0.89852 -7.87247 2.92681 0.00 0.04 0.02
H -1.63532 -5.10786 0.78134 -0.01 -0.08 -0.01
```
Positions in Å, forces in eV/Å.

Structure (SMILES) ... CCOP(=O)(CCC[C@H]1C(=O)N[C@@H]([PH2]=S)[C@]1(O)CCCOC)OCC.CC(C)O.CC(C)O.CC(C)O
2S+1 ... 1
Strongest force on any atom ... 5.19 eV/A
Orbital gap ... 8.4 eV
DFT total energy ... -75110.668 eV
Relative energy (zero: lowest compared OMol25 entry of this formula, charge and spin) ... 0.0 kcal/mol
Total charge ... 0
HOMO ... -8.21 eV

Mulliken population analysis, charges in e, atoms 1 to 8:
1. C -1.44
2. C 0.40
3. O -0.42
4. P 0.72
5. O -0.75
6. C -1.03
7. C -0.39
8. C -1.49

Molecular formula: C3H7N5
Method: DFT, ωB97M-V/def2-TZVPD

Structure (XYZ):
```
15
Properties=species:S:1:pos:R:3:forces:R:3
C -1.07331 0.49560 0.73496 0.76 1.38 1.36
C 1.40383 0.04728 0.79504 -2.62 0.97 2.16
C 0.78210 -1.18961 -1.59379 0.60 -0.24 -1.27
H -1.90338 0.42034 -1.12459 -0.20 -0.12 0.40
H -3.04952 0.56631 0.21306 0.72 0.10 -0.26
H -1.90295 1.30692 2.29358 -0.13 -0.38 -0.25
H 1.25313 0.16480 1.83846 -0.22 -0.21 1.06
H 2.67121 0.08159 -0.59955 0.07 -0.19 -1.39
H 0.52889 -1.49389 -2.59157 -0.08 0.01 -0.47
H 1.64448 -1.68365 -1.18891 0.14 -0.18 0.75
N -2.09537 0.57500 -0.14169 -0.93 -0.14 -0.54
N -1.06189 0.84199 1.96801 0.40 -0.32 -0.29
N 0.16559 0.12189 0.14412 0.66 -0.14 0.28
N 2.55760 0.00642 0.37894 2.31 -0.01 -0.14
N 0.07958 -0.26101 -1.12607 -1.47 -0.54 -1.39
```
Positions in Å, forces in eV/Å.

Structure (SMILES) ... [H]/N=C\N(N=C)/C(N)=N/[H]
2S+1 ... 1
Strongest force on any atom ... 3.53 eV/A
Orbital gap ... 9.5 eV
DFT total energy ... -10672.958 eV
Relative energy (zero: lowest compared OMol25 entry of this formula, charge and spin) ... 47.1 kcal/mol
Total charge ... 0
HOMO ... -8.79 eV

natural (NBO) population analysis, charges in e, atoms 1 to 8:
1. C 0.59
2. C 0.28
3. C -0.10
4. H 0.43
5. H 0.41
6. H 0.35
7. H 0.20
8. H 0.33

Molecular formula: C25H33N3O3
Method: DFT, ωB97M-V/def2-TZVPD

Structure (XYZ):
```
64
Properties=species:S:1:pos:R:3:forces:R:3
C 2.74623 3.93684 -1.01786 0.00 0.03 0.02
O 2.33055 2.62101 -0.75767 0.10 -0.16 -0.07
C 1.09257 2.52345 -0.08174 -0.24 0.07 -0.04
C -0.13919 2.58191 -1.00152 0.16 0.13 0.36
N -0.55280 1.28800 -1.51723 0.08 0.26 -0.04
C -1.66594 0.74285 -0.95789 0.01 -0.21 -0.23
O -2.32548 1.34708 -0.13032 -0.37 0.03 0.34
C -2.07542 -0.64125 -1.43565 -0.42 0.09 0.10
H -2.30624 -0.60964 -2.50469 0.14 -0.06 0.10
C -3.35376 -1.12513 -0.75145 0.17 0.35 -0.23
N -3.18802 -1.60898 0.60895 -0.04 -0.03 0.01
C -4.47473 -1.99136 1.13667 -0.27 -0.29 -0.03
H -4.37245 -2.24357 2.19456 -0.08 0.01 -0.03
H -5.13673 -1.12534 1.05468 -0.02 -0.03 0.04
C -5.08199 -3.17939 0.37678 0.12 0.08 0.40
N -4.91244 -2.98786 -1.04672 -0.39 -0.37 0.03
C -4.06918 -2.13125 -1.66072 0.06 0.07 -0.01
O -3.94309 -2.13929 -2.87110 0.08 0.09 -0.28
H -5.37997 -3.64461 -1.65787 0.16 0.16 -0.05
H -6.14866 -3.27422 0.60402 0.10 -0.01 0.04
H -4.58686 -4.11268 0.68091 -0.09 0.10 0.04
C -2.13703 -2.59205 0.80255 -0.01 0.05 0.05
C -0.83180 -1.92444 1.16254 0.15 -0.06 0.02
C 0.38758 -2.50532 0.84104 -0.09 0.01 0.03
C 1.57578 -1.88593 1.18493 0.02 0.04 0.11
C 1.57179 -0.67314 1.86854 -0.22 -0.15 -0.04
C 0.34382 -0.10918 2.21195 0.14 -0.14 0.03
C -0.84063 -0.72373 1.86065 -0.03 -0.10 0.01
H -1.78729 -0.26503 2.09583 -0.09 0.09 -0.02
H 0.31831 0.83399 2.73803 0.01 0.12 0.03
C 2.82780 0.02102 2.19037 0.21 0.11 0.04
C 3.00410 0.63832 3.42624 -0.04 -0.03 -0.05
C 4.17621 1.31183 3.71494 0.03 0.09 0.08
C 5.18668 1.38718 2.77095 0.08 0.04 0.01
C 5.02051 0.77833 1.53847 0.12 0.01 -0.02
C 3.85304 0.09705 1.25077 -0.07 -0.03 0.06
H 3.72217 -0.36053 0.28154 -0.04 -0.03 -0.11
H 5.80332 0.83798 0.79633 0.05 0.01 -0.06
H 6.09993 1.91870 2.99557 0.07 0.04 0.01
H 4.30247 1.78092 4.68027 0.01 0.02 0.07
H 2.22304 0.57267 4.17004 -0.07 -0.01 0.06
H 2.51662 -2.35110 0.92851 0.10 -0.03 -0.03
H 0.41034 -3.44719 0.30867 -0.01 -0.08 -0.07
H -2.00032 -3.24605 -0.07395 0.02 -0.04 0.09
H -2.42027 -3.23532 1.64374 -0.05 -0.02 -0.13
H -4.01785 -0.24994 -0.68172 0.08 -0.15 -0.06
H -1.25759 -1.34274 -1.28186 0.07 -0.05 -0.15
C 0.23763 0.63314 -2.55462 0.27 -0.26 -0.20
C 1.41022 -0.15491 -1.96603 -0.26 0.00 -0.09
H 1.06970 -0.81776 -1.17476 -0.02 -0.09 0.04
H 2.15046 0.52598 -1.55746 0.12 0.04 0.04
H 1.87600 -0.75255 -2.74615 0.11 -0.10 -0.09
C 0.74630 1.62434 -3.60143 -0.22 -0.18 0.11
H 1.15342 1.06753 -4.44182 0.05 -0.05 -0.08
H 1.53798 2.24654 -3.19516 0.08 0.11 0.03
H -0.06364 2.25062 -3.96899 -0.05 0.10 -0.07
H -0.42737 -0.06366 -3.07086 0.09 0.09 0.08
H 0.04259 3.27222 -1.82650 -0.02 0.04 0.03
H -0.98757 2.94841 -0.41879 0.18 0.03 -0.16
H 1.10455 1.56357 0.43770 -0.05 0.12 0.00
H 1.02354 3.32382 0.66631 0.01 -0.03 0.01
H 2.04164 4.47604 -1.66207 0.01 0.01 -0.02
H 3.70775 3.86241 -1.52297 -0.01 0.10 -0.01
H 2.86967 4.50140 -0.08554 0.00 0.00 -0.03
```
Positions in Å, forces in eV/Å.

Structure (SMILES) ... COCCN(C(=O)C[C@H]1C(=O)NCCN1Cc1ccc(-c2ccccc2)cc1)C(C)C
2S+1 ... 1
Strongest force on any atom ... 0.54 eV/A
Orbital gap ... 9.1 eV
DFT total energy ... -37074.276 eV
Relative energy (zero: lowest compared OMol25 entry of this formula, charge and spin) ... 52.5 kcal/mol
Total charge ... 0
HOMO ... -8.37 eV

natural (NBO) population analysis, charges in e, atoms 1 to 8:
1. C -0.25
2. O -0.55
3. C -0.08
4. C -0.27
5. N -0.45
6. C 0.71
7. O -0.65
8. C -0.52

- Number 3 is which compound?
  C3H7N5

- Which of these has the highest HOMO?
  C24H55NO9P2S